Entry 1:
33
Properties=species:S:1:pos:R:3:forces:R:3 method="wB97M-V/def2-TZVPD" total_charge=+1 total_energy_ev=-19323.0823 relative_energy_kcal_mol=64.9 multiplicity=1 e_homo_ev=-11.77 gap_ev=6.52
C 5.0310 -1.6058 -1.4901 0.302 -0.061 0.004
O 4.3477 -0.3432 -1.4874 -2.215 -0.154 -0.128
C 2.9858 -0.3572 -1.5005 0.668 0.409 0.343
C 2.3466 0.9168 -1.5005 0.179 -0.138 -0.023
C 0.9772 1.0041 -1.4479 0.273 0.034 0.140
C 0.1793 -0.1658 -1.3467 -1.373 0.244 -0.022
C -1.2435 -0.0182 -1.2379 1.091 -0.967 -1.252
O -2.0137 -1.0691 -1.2559 0.900 0.967 0.045
C -3.4398 -0.9335 -1.4592 -0.458 -0.104 0.171
C 0.8079 -1.4304 -1.4310 0.350 -0.194 0.032
C 2.1820 -1.5296 -1.4877 0.219 -0.171 -0.004
H 6.0902 -1.3404 -1.4894 -0.231 -0.157 0.002
H 4.7895 -2.1853 -0.5936 0.035 0.137 -0.097
H 4.7903 -2.1819 -2.3891 0.040 0.137 0.101
H 2.9784 1.8030 -1.5191 -0.191 -0.191 -0.105
H 0.4744 1.9668 -1.5096 0.229 -0.048 0.224
H -1.6867 0.9864 -1.2906 -0.034 -0.335 0.255
H -3.7969 -1.9632 -1.5084 -0.031 0.282 0.037
H -3.8910 -0.4075 -0.6150 0.109 -0.087 -0.064
H -3.6561 -0.4171 -2.3965 0.209 -0.049 0.097
H 0.1912 -2.3248 -1.4823 0.186 0.114 0.215
H 2.6635 -2.5093 -1.5017 -0.288 0.333 -0.093
O -1.3349 1.5704 4.4167 -0.246 0.461 0.711
C -2.4682 1.6589 3.5663 0.381 -0.079 -0.313
C -1.9389 1.5377 2.1441 -0.026 0.818 -0.129
N -1.1457 0.3467 2.0114 0.269 -0.698 0.008
H -1.5883 1.9468 5.2770 0.266 -0.298 -0.411
H -3.1243 0.8019 3.7673 -0.296 0.238 0.013
H -2.9862 2.6206 3.7070 -0.059 -0.399 -0.139
H -2.7659 1.6061 1.4128 -0.020 0.017 0.321
H -1.2642 2.3850 1.9654 -0.260 0.121 -0.002
H -1.4656 -0.4029 2.6130 0.054 -0.063 -0.225
H -1.0247 0.0340 1.0591 -0.032 -0.120 0.291

Entry 2:
125
Properties=species:S:1:pos:R:3:forces:R:3 method="wB97M-V/def2-TZVPD" total_energy_ev=-58190.3477 smiles=COC[C@H](C)N.COC[C@H](C)N.COC[C@H](C)N.COC[C@H](C)N.COC[C@H](C)N.COC[C@H](C)N.COC[C@H](C)N.CO relative_energy_kcal_mol=76.2 multiplicity=1 e_homo_ev=-9.05 gap_ev=9.54
C 14.0123 16.6835 15.4152 -0.122 -0.369 0.621
O 13.0917 17.6819 15.0784 -0.391 -0.379 0.829
H 13.8138 15.7474 14.8933 0.471 0.024 -0.792
H 15.0364 17.0532 15.3632 0.202 -0.278 -0.451
H 13.9004 16.3337 16.4415 -0.334 0.541 0.465
H 13.4342 18.1413 14.3082 0.083 0.627 -0.871
C 15.9337 20.4086 11.7924 -0.358 0.731 0.557
C 15.2859 19.7934 13.0574 0.913 1.968 -0.859
C 15.1324 20.8591 14.2023 -1.278 -0.872 -0.616
O 14.1851 21.8883 13.8237 0.790 0.386 0.768
C 14.2205 23.0170 14.7238 -0.093 0.527 -1.188
N 14.0421 19.1896 12.7222 -0.744 -0.846 1.381
H 15.4421 21.3586 11.5831 0.122 0.228 0.013
H 15.7508 19.8099 10.9001 0.354 -0.325 0.207
H 16.9908 20.5784 11.9968 0.112 0.072 -0.431
H 16.0497 19.0770 13.3597 -0.481 -0.479 0.637
H 16.1019 21.2459 14.5162 0.037 0.291 -0.149
H 14.6433 20.3468 15.0308 0.341 -0.231 0.382
H 15.1987 23.4973 14.6998 0.364 -0.339 0.336
H 13.8559 22.9047 15.7449 0.237 -0.876 0.115
H 13.5837 23.8065 14.3248 -0.311 -0.291 -0.416
H 14.1330 18.3442 12.1771 -0.306 -0.028 -0.373
H 13.3328 19.8288 12.3931 0.183 -0.006 -0.156
C 8.8224 22.9377 15.0721 0.545 1.643 0.212
C 10.0366 22.4536 14.2988 -2.249 -1.578 1.085
C 10.2643 20.9399 14.6394 2.025 0.032 0.359
O 9.3069 20.0056 14.1313 -0.152 1.268 -0.612
C 9.4508 18.6682 14.5504 0.308 0.318 0.987
N 9.6820 22.5844 12.9061 0.521 -0.504 -0.385
H 8.9197 24.0076 14.8880 -0.672 0.352 0.277
H 8.9320 22.8021 16.1481 -0.268 -0.287 -0.001
H 7.8441 22.6522 14.6854 0.226 -0.462 0.092
H 10.8401 23.1468 14.5480 0.537 -0.741 0.162
H 10.4401 20.7863 15.7041 -0.569 0.122 0.465
H 11.2668 20.7425 14.2599 0.252 -0.613 -0.618
H 9.3944 18.6489 15.6387 -0.141 -0.169 0.274
H 10.4202 18.2240 14.3243 0.181 0.064 -0.456
H 8.6350 18.0514 14.1733 0.054 0.306 -0.290
H 10.5094 22.2794 12.4136 0.361 0.211 -0.655
H 9.1165 21.7497 12.8465 -0.856 -0.033 -0.920
C 15.4983 12.1646 16.5989 0.423 0.229 0.415
C 15.7686 13.5805 16.0314 -0.417 -0.486 0.616
C 16.4081 14.6441 16.9766 0.325 -0.159 -0.350
O 17.7655 14.3039 17.2595 -1.037 -1.401 -0.420
C 18.3653 15.2190 18.1023 0.682 0.323 0.013
N 16.5789 13.5270 14.8264 0.237 -0.150 -0.026
H 16.4323 11.7200 16.9423 0.092 -0.174 -0.153
H 15.0038 11.5037 15.8870 0.371 0.151 -0.451
H 14.8176 12.1083 17.4484 0.015 0.653 0.201
H 14.8054 13.8873 15.6238 -0.249 0.716 0.660
H 15.8804 14.8989 17.8957 -0.306 -0.473 0.247
H 16.4871 15.5862 16.4342 -0.429 0.303 -0.360
H 17.8235 15.3092 19.0438 0.023 0.158 0.186
H 18.4456 16.1815 17.5970 -0.146 0.446 0.141
H 19.3880 14.8844 18.2760 -0.084 -0.089 0.193
H 17.4654 13.0885 15.0310 0.303 0.017 0.079
H 16.7682 14.5012 14.6383 0.401 0.099 -0.585
C 12.9646 9.1314 18.5521 2.382 -0.023 -1.063
C 11.7717 9.8492 18.9932 -0.524 1.146 1.905
C 11.4547 11.2162 18.3788 -0.986 -0.493 -0.597
O 12.4341 12.2206 18.4972 0.408 -1.783 1.130
C 12.0868 13.4322 17.9248 0.761 -0.085 -0.709
N 10.6271 8.9459 18.9307 -0.555 -0.465 -0.056
H 13.0144 8.1118 18.9343 -0.007 0.065 0.140
H 13.8683 9.6536 18.8664 0.078 -0.013 0.297
H 13.1207 9.0824 17.4745 -0.528 -0.134 -0.284
H 11.9217 10.1351 20.0342 0.301 -0.221 0.451
H 10.5429 11.5363 18.8831 -0.293 0.172 0.035
H 11.1822 11.0312 17.3398 0.053 0.246 -0.487
H 13.0569 13.9228 17.8456 -0.242 0.608 -0.116
H 11.3825 14.0344 18.4987 -0.169 -0.066 0.091
H 11.7242 13.2137 16.9204 -0.319 0.487 -0.269
H 11.0029 8.0085 18.9174 0.110 -0.209 -0.705
H 10.1559 8.8700 19.8208 -0.421 0.815 0.182
C 15.3232 16.7441 9.5664 1.270 0.909 -1.311
C 15.0207 15.9834 10.7736 1.961 -1.446 -0.362
C 16.1370 16.0048 11.8261 0.619 -0.333 0.023
O 17.4791 15.5363 11.4486 -1.214 -0.059 -0.068
C 17.5783 14.1176 11.2851 0.061 0.266 -0.033
N 13.7749 16.4380 11.2881 -0.474 -0.072 0.725
H 15.7971 17.6906 9.8264 -0.478 0.455 -0.171
H 14.3758 16.8374 9.0354 0.348 0.474 -0.526
H 16.0630 16.2664 8.9240 -0.120 -0.218 -0.053
H 14.8745 14.9638 10.4171 0.328 -0.550 0.154
H 15.7318 15.4507 12.6728 0.330 -0.343 0.342
H 16.3007 17.0228 12.1794 -0.004 0.159 -0.175
H 18.5828 13.7770 11.0342 0.395 0.802 0.129
H 17.0118 13.7715 10.4205 -0.634 -0.138 0.254
H 17.3503 13.6240 12.2298 -0.548 -0.214 -0.101
H 13.2596 16.5907 10.4330 -0.750 0.305 0.245
H 13.3976 15.5733 11.6485 -1.002 0.174 0.754
C 13.8342 12.1398 10.9476 -1.319 -0.292 -0.845
C 14.1609 12.7587 12.2777 -0.381 0.383 -1.603
C 12.9110 13.2078 13.0897 0.205 -0.037 0.424
O 12.1283 14.1618 12.3983 -0.275 0.169 -0.574
C 11.2333 14.9365 13.1888 0.450 0.915 0.000
N 15.0143 11.8281 12.9671 -0.093 0.109 1.323
H 13.2300 11.2496 11.1221 -0.020 -0.162 -0.287
H 14.6781 11.8820 10.3076 0.470 -0.176 0.557
H 13.2867 12.8260 10.3014 -0.454 0.101 0.181
H 14.6617 13.6612 11.9272 0.337 0.586 0.848
H 13.2524 13.6844 14.0086 0.309 -0.024 0.355
H 12.2305 12.4119 13.3925 0.295 -0.601 -0.079
H 11.7675 15.6551 13.8105 0.450 -0.081 0.304
H 10.5355 14.4251 13.8519 0.071 -0.698 -0.259
H 10.6704 15.5988 12.5311 -0.123 -0.420 -0.325
H 15.9112 11.7402 12.5112 -0.100 -0.207 -0.811
H 15.3495 12.3075 13.7905 -0.065 0.006 0.597
C 9.7129 21.0735 20.7753 1.601 0.485 0.248
C 9.5196 21.0285 19.2584 -0.884 1.735 1.064
C 9.7948 19.7214 18.5981 1.950 0.278 -0.449
O 11.2404 19.7038 18.5592 -0.137 -0.964 0.010
C 11.7863 18.5791 17.8764 0.113 0.756 -0.803
N 8.1465 21.4478 19.0872 -1.160 -0.564 -0.838
H 9.3448 21.9806 21.2545 -0.724 0.289 -0.540
H 10.7543 21.2441 21.0481 0.381 -1.200 0.158
H 9.1921 20.2574 21.2762 0.454 -0.272 0.021
H 10.0488 21.8327 18.7470 0.863 -0.348 0.158
H 9.4414 19.6986 17.5673 -0.341 0.113 -0.054
H 9.3824 18.8653 19.1321 -0.003 -0.171 0.248
H 11.4656 18.5594 16.8348 -0.824 -0.374 0.000
H 11.6219 17.6309 18.3882 -0.086 -0.041 0.040
H 12.8420 18.7362 17.6552 0.255 0.127 0.906
H 7.6234 20.6109 19.3018 -0.875 0.071 0.071
H 7.9883 22.0880 19.8522 -0.572 0.125 -0.204

Entry 3:
96
Properties=species:S:1:pos:R:3:forces:R:3 method="wB97M-V/def2-TZVPD" total_charge=+1 total_energy_ev=-64487.7613 s_squared=2.064 multiplicity=3 e_homo_ev="-9.26 / -10.28" gap_ev="6.20 / 6.50"
Pd -0.6920 -0.2095 -0.0218 0.249 0.073 0.050
C -4.3707 0.5122 -2.1839 -0.010 -0.103 -0.017
C -3.0699 -0.0500 -1.6991 -0.104 0.632 -0.051
N -2.1233 0.6853 -1.2248 -0.508 -0.185 -0.037
N -2.3180 2.0418 -1.1365 -0.133 0.242 -0.177
C -1.7579 2.7380 -0.1212 0.408 -0.190 0.357
N -1.7625 4.0826 -0.2289 -0.301 -0.053 -0.085
S -1.0731 1.9735 1.2059 0.228 0.306 -0.255
C -2.8246 -1.4968 -1.6934 0.052 -0.823 -0.020
C -3.6268 -2.3791 -2.4126 -0.103 0.389 -0.042
C -3.3970 -3.7393 -2.3243 0.080 -0.220 0.064
C -2.3456 -4.1934 -1.5461 -0.141 0.079 -0.138
C -1.5661 -3.2554 -0.8874 0.096 -0.037 0.109
N -1.8115 -1.9503 -0.9298 -0.041 0.105 -0.350
H -4.6255 1.4146 -1.6294 -0.015 -0.017 0.009
H -5.1760 -0.2025 -2.0344 -0.008 0.005 -0.034
H -4.3302 0.7594 -3.2481 -0.001 -0.010 0.002
H -2.8086 2.5069 -1.8832 0.051 0.028 -0.098
H -2.4052 4.5538 -0.8468 0.076 0.014 -0.048
H -1.4814 4.5848 0.5964 0.003 0.027 0.019
H -4.4249 -2.0012 -3.0375 0.015 -0.040 0.014
H -4.0335 -4.4371 -2.8526 0.024 0.032 -0.031
H -2.1321 -5.2483 -1.4437 0.031 0.028 0.000
H -0.7182 -3.5660 -0.2872 -0.064 0.027 0.024
C -2.7417 -1.1839 2.3294 -0.019 -0.194 0.187
C -1.5560 -1.7293 3.1354 0.104 0.247 -0.237
C -0.7377 -0.6096 3.7851 -0.132 -0.074 0.080
C -0.6851 -2.7593 2.4094 0.026 0.120 0.047
C -1.0092 -4.0794 2.7075 -0.085 -0.070 -0.039
C -0.2290 -5.1436 2.3044 0.051 -0.031 0.012
C 0.9611 -4.8834 1.6569 -0.091 -0.054 0.029
C 1.3534 -3.5866 1.3358 -0.096 0.278 -0.063
C 2.7665 -3.4462 0.7837 -0.035 -0.052 0.114
C 3.1607 -4.5831 -0.1734 -0.057 0.203 -0.042
C 3.7666 -3.4584 1.9557 0.003 0.102 -0.096
C 0.4699 -2.5077 1.6293 -0.022 -0.484 0.369
N 0.7376 -1.1878 1.1158 0.950 0.095 0.059
C 1.8643 -0.6665 1.4609 -0.144 -0.543 0.337
C 2.5338 0.5942 1.1688 0.046 0.250 -0.333
C 3.3471 0.9817 2.2463 -0.135 0.040 0.109
C 3.8124 2.2698 2.3976 0.025 0.093 0.087
C 3.3630 3.2298 1.4988 -0.048 0.022 0.141
C 2.6923 2.8491 0.3588 -0.321 -0.132 -0.194
C 2.4488 1.4891 0.0400 0.183 0.148 0.332
N 2.1629 0.9548 -1.1794 -0.017 -0.221 -0.371
C 2.7322 1.0603 -2.4223 -0.066 -0.041 0.399
C 3.7675 1.9524 -2.9268 0.117 0.099 -0.007
C 4.3843 1.6611 -4.1293 -0.064 -0.034 0.020
C 4.0120 0.5882 -4.9261 -0.069 0.000 -0.012
C 2.9509 -0.1966 -4.5272 -0.010 -0.011 -0.023
C 2.3061 0.0169 -3.3218 -0.137 -0.073 0.023
C 1.1803 -0.9380 -2.9898 -0.026 -0.029 -0.299
C 1.7136 -2.3595 -2.8370 -0.017 -0.023 0.030
C 0.1036 -0.8894 -4.0820 -0.010 0.041 0.174
C 4.1457 3.2748 -2.2894 -0.153 0.003 -0.106
C 2.9821 4.2542 -2.5148 0.042 -0.037 0.043
C 5.4386 3.9096 -2.8020 -0.055 -0.041 0.091
H -3.4616 -0.7180 3.0064 0.029 0.016 -0.004
H -3.2513 -1.9912 1.7988 -0.016 0.011 -0.016
H -2.4229 -0.4331 1.6140 -0.052 0.033 -0.093
H -2.0022 -2.2930 3.9567 0.086 -0.066 0.016
H -0.4111 0.1338 3.0626 0.059 0.006 -0.025
H 0.1408 -1.0196 4.2886 -0.010 0.048 0.009
H -1.3481 -0.1002 4.5336 0.033 0.026 -0.027
H -1.8922 -4.2736 3.3059 0.010 0.052 -0.008
H -0.5055 -6.1584 2.5608 -0.023 0.015 -0.045
H 1.6142 -5.7102 1.4095 0.006 0.052 0.017
H 2.8595 -2.5010 0.2483 -0.013 0.056 -0.042
H 3.4808 -5.4661 0.3814 -0.027 -0.014 -0.051
H 3.9993 -4.2697 -0.7949 0.033 -0.019 0.001
H 2.3381 -4.8695 -0.8259 -0.023 0.018 -0.104
H 3.7618 -4.4420 2.4292 0.011 0.007 -0.012
H 3.5253 -2.7340 2.7336 0.026 0.028 -0.028
H 4.7766 -3.2553 1.5923 -0.020 -0.035 0.043
H 2.3568 -1.1772 2.2859 0.214 -0.155 -0.149
H 3.5610 0.2502 3.0172 -0.019 0.023 -0.014
H 4.4358 2.5382 3.2393 -0.041 -0.010 0.005
H 3.5537 4.2805 1.6819 0.000 -0.026 -0.040
H 2.2758 3.6083 -0.2825 0.299 -0.010 -0.217
H 5.1693 2.3076 -4.4903 0.001 -0.015 0.049
H 4.5193 0.3970 -5.8634 0.007 0.009 0.036
H 2.6247 -1.0055 -5.1676 0.011 -0.022 0.033
H 0.7320 -0.6437 -2.0477 -0.039 0.115 0.157
H 2.1169 -2.7376 -3.7792 -0.016 -0.012 0.025
H 0.9085 -3.0271 -2.5228 0.020 -0.063 0.036
H 2.5109 -2.3917 -2.0961 0.027 -0.063 0.078
H 0.5144 -1.1447 -5.0591 -0.046 -0.002 -0.014
H -0.3346 0.1087 -4.1507 -0.027 -0.007 -0.028
H -0.6899 -1.6080 -3.8643 -0.043 0.006 0.046
H 4.3012 3.1055 -1.2343 -0.112 0.015 0.349
H 2.9417 4.5189 -3.5740 -0.026 0.010 0.026
H 3.1209 5.1727 -1.9378 -0.025 -0.043 -0.030
H 2.0225 3.8044 -2.2492 0.025 0.098 -0.068
H 5.3531 4.2330 -3.8403 0.037 0.005 0.009
H 6.2840 3.2274 -2.7083 0.024 0.028 -0.039
H 5.6546 4.7975 -2.2055 0.000 -0.020 -0.003